Entry 1:
DFT (ωB97M-V with the def2-TZVPD basis set) results for a structure of composition C30H70AsF6N10O10.

Each line ends with the Mulliken charge.
Geometry (Å):
As -0.41107 0.35610 0.05254  2.09
F 1.37598 0.45654 -0.07724  -0.42
F -0.33600 1.57813 1.39141  -0.47
F -2.23981 0.20005 0.15176  -0.42
F -0.39790 -0.81159 -1.31239  -0.44
F -0.15021 -1.03817 1.11771  -0.49
F -0.54366 1.69760 -1.09878  -0.51
C -3.86390 -0.70820 5.39059  0.13
O -4.26417 -1.81942 5.78817  -0.62
N -3.15612 -0.53094 4.24556  0.20
C -2.85099 0.73810 3.73077  -0.04
C -2.55410 -1.63595 3.52574  -0.88
H -4.07112 0.23492 5.91952  0.31
H -1.77333 0.90152 3.73839  0.04
H -3.27698 1.57930 4.27757  0.21
H -3.08149 0.87129 2.67378  -0.39
H -1.47890 -1.46038 3.56064  0.17
H -2.63030 -2.63285 3.95988  0.39
H -2.78135 -1.69770 2.46148  0.28
C -1.91658 3.50190 -3.09379  0.61
O -1.52762 4.69041 -3.27646  -0.71
N -2.50896 2.77712 -4.06220  0.18
C -3.01796 1.44238 -3.77915  -0.64
C -2.60307 3.11122 -5.49544  -1.14
H -1.82031 3.03534 -2.10119  0.01
H -2.49011 0.67246 -4.34191  0.21
H -4.04846 1.32799 -4.11542  0.42
H -3.08092 1.16628 -2.72658  -0.03
H -2.08948 4.04955 -5.70489  0.37
H -2.15761 2.37770 -6.16746  0.32
H -3.62915 3.42024 -5.69486  0.38
C 4.63148 0.60148 -0.54250  0.76
O 4.94802 1.24211 -1.55708  -0.75
N 5.48894 0.06929 0.31484  0.18
C 5.08263 -0.60232 1.52788  -0.61
C 6.94020 0.29705 0.18862  -1.07
H 3.59177 0.38636 -0.25106  -0.06
H 5.64376 -1.53679 1.52406  0.34
H 4.00333 -0.75458 1.52479  -0.12
H 5.36594 0.01983 2.37686  0.40
H 7.41042 -0.66344 -0.02220  0.34
H 7.17184 1.01683 -0.59647  0.32
H 7.33449 0.88284 1.01898  0.34
C -3.18959 4.82523 3.93213  0.06
O -4.00182 5.40440 3.23769  -0.54
N -1.92853 4.49357 3.56745  0.30
C -1.40271 4.73098 2.20113  -1.02
C -0.97976 3.99140 4.52157  -0.94
H -3.46064 4.56875 4.96797  0.36
H -0.45959 5.27740 2.20883  0.36
H -2.12552 5.16148 1.50808  0.35
H -1.12820 3.74390 1.82907  0.17
H -1.25603 4.06895 5.57311  0.41
H -0.71719 2.94130 4.39331  0.13
H -0.07287 4.58084 4.38657  0.37
C -0.89980 -4.34880 -5.08352  0.22
O -1.53404 -5.28208 -5.62866  -0.64
N -1.31760 -3.04264 -5.02458  0.16
C -0.49197 -1.98608 -4.31548  -0.01
C -2.65606 -2.59701 -5.36926  -0.97
H 0.03624 -4.50931 -4.52652  0.22
H -0.03918 -1.40798 -5.12103  0.56
H 0.28121 -2.42176 -3.68267  -0.57
H -1.05329 -1.27268 -3.71208  0.13
H -3.33728 -2.63470 -4.51918  0.31
H -2.61832 -1.55176 -5.67607  0.33
H -2.99117 -3.04526 -6.30461  0.35
C 2.24012 2.22850 3.23542  0.18
O 2.54462 3.43729 3.34985  -0.69
N 2.55479 1.30784 4.23569  0.36
C 2.38322 -0.14655 4.00118  -0.94
C 3.12373 1.67028 5.51874  -1.14
H 1.78304 1.80026 2.32994  0.37
H 3.35258 -0.64268 3.95332  0.37
H 1.85443 -0.44777 3.09689  -0.01
H 1.82561 -0.65851 4.78544  0.40
H 4.01069 1.05195 5.65690  0.36
H 3.49651 2.68984 5.61689  0.35
H 2.48023 1.33323 6.33139  0.33
C 1.67369 -4.42955 -1.83178  -0.15
O 1.43910 -5.63071 -1.86814  -0.68
N 2.86385 -3.97701 -1.44974  0.36
C 3.14384 -2.53217 -1.49263  -0.32
C 3.98868 -4.87441 -1.14159  -1.06
H 0.96231 -3.62830 -2.08506  0.43
H 4.02219 -2.40059 -2.12452  0.43
H 3.37724 -2.16417 -0.49353  0.18
H 2.27201 -1.96790 -1.82371  -0.31
H 4.66898 -4.43622 -0.41133  0.31
H 3.55894 -5.69895 -0.57276  0.37
H 4.56020 -5.21787 -2.00386  0.30
C 1.97048 -5.70779 2.14302  0.14
O 2.13787 -6.91771 2.21073  -0.64
N 0.87591 -5.20711 1.54638  0.33
C 0.47996 -3.83008 1.63050  -1.10
C -0.13616 -6.03760 0.91544  -0.92
H 2.67632 -4.97100 2.55669  0.37
H 0.07400 -3.60914 0.64335  0.22
H 1.38567 -3.22752 1.69916  0.18
H -0.18964 -3.52270 2.43377  0.45
H -0.22358 -5.78151 -0.14043  0.26
H -0.00723 -7.11161 1.04956  0.30
H -1.12186 -5.70662 1.24246  0.35
C -6.09454 3.06724 1.51583  0.02
O -6.05127 4.32676 1.67351  -0.57
N -5.05853 2.28439 1.13647  0.31
C -5.24226 0.83940 0.98810  -0.67
C -3.79928 2.91682 0.67229  -0.28
H -6.98487 2.44250 1.68674  0.27
H -4.49920 0.23955 1.51362  0.04
H -5.11097 0.65726 -0.07851  0.28
H -6.12549 0.39633 1.44819  0.40
H -3.67677 2.79201 -0.40359  0.52
H -3.71323 3.98281 0.88291  0.21
H -2.97137 2.42242 1.18046  -0.50
C 3.07994 2.67541 -4.34369  0.17
O 3.13549 3.71619 -5.02605  -0.64
N 2.05194 1.77163 -4.42318  0.25
C 1.80289 0.66716 -3.46299  -0.39
C 0.98217 1.94801 -5.38686  -0.99
H 3.85273 2.41912 -3.60254  0.34
H 0.98391 0.83924 -2.76461  0.28
H 2.74507 0.56460 -2.92457  -0.10
H 1.70277 -0.32175 -3.91036  0.06
H 0.03846 2.24361 -4.92846  0.26
H 1.14267 2.63281 -6.21956  0.35
H 0.81395 0.94326 -5.77453  0.33

Atoms 1-2, force components in eV/Å:
0.12 0.00 -0.49
-1.20 0.02 0.16

Calculated values
M: 919.9 g mol⁻¹
relative energy (zero: lowest compared OMol25 entry of this formula, charge and spin): 35.3 kcal per mole
spin multiplicity: 1
total charge: -1
HOMO-LUMO gap: 0.3213 hartree



Entry 2:
DFT (ωB97M-V with the def2-TZVPD basis set) results for a structure of composition C30H71Cl2GaN3O.

Each line ends with the Mulliken charge.
Geometry (Å):
C -9.34420 3.05703 -5.03881  -0.60
O -8.67479 2.14274 -5.99001  -0.37
C -7.92898 1.15666 -5.18947  -0.60
C -6.34817 1.59787 -5.05117  -0.36
C -5.34498 0.53058 -5.81055  -0.49
C -3.88638 1.28603 -5.97154  -0.56
C -2.93101 0.98112 -4.63318  -0.32
C -1.50601 1.75100 -4.88660  -0.41
C -1.45650 3.31065 -4.38579  -0.62
C -1.74343 3.54310 -2.78995  0.06
C -1.36792 2.27746 -1.81903  -0.45
C 0.19146 1.77194 -1.90659  -0.63
C 0.17448 0.10024 -1.94035  -0.49
Ga 0.61903 -0.71982 -0.05495  0.42
Cl -1.23444 -0.80037 1.32909  -0.53
Cl 1.22336 -2.92019 -0.51148  -0.53
H -10.34550 2.58082 -4.61945  0.24
H -9.52095 4.08623 -5.59203  0.23
H -8.64996 3.28234 -4.09794  0.27
H -8.39175 1.06166 -4.11641  0.31
H -7.97588 0.09751 -5.69398  0.33
H -6.22429 2.67654 -5.54232  0.28
H -6.03430 1.61285 -3.92026  0.17
H -5.21202 -0.42019 -5.13435  0.28
H -5.77660 0.31841 -6.87735  0.33
H -3.25175 0.91269 -6.89017  0.33
H -3.95873 2.45660 -6.03406  0.15
H -2.70424 -0.18099 -4.68608  0.20
H -3.51295 1.30943 -3.67264  0.04
H -1.35241 1.77947 -6.07036  0.41
H -0.62769 1.07420 -4.48021  0.20
H -2.31539 3.89503 -4.97388  0.26
H -0.44722 3.85274 -4.72106  0.27
H -1.13496 4.51778 -2.47851  -0.33
H -2.88134 3.81154 -2.60281  0.28
H -1.52487 2.66145 -0.69958  0.33
H -2.16774 1.41642 -1.96056  0.21
H 0.62673 2.09302 -2.96895  0.16
H 0.89212 2.19733 -1.06741  0.36
H 0.90430 -0.31115 -2.78853  0.35
H -0.89091 -0.33215 -2.21401  0.08
H 1.87465 0.02009 0.64248  -0.25
C 7.72995 -3.63503 1.35692  -1.44
C 6.23457 -3.35168 1.47000  -0.31
N 5.39300 -4.55310 1.50398  0.13
C 3.96184 -4.26149 1.36878  -0.64
C 3.29661 -3.45845 2.48160  -0.43
C 5.72507 -5.54738 2.52752  -0.71
C 5.68685 -5.09764 3.98374  -0.55
H 7.95734 -4.22619 0.46370  0.32
H 8.27933 -2.69038 1.28329  0.43
H 8.11606 -4.16338 2.23416  0.30
H 5.95771 -2.75304 0.59393  0.45
H 6.06549 -2.72020 2.34752  0.25
H 3.41072 -5.19957 1.22926  0.20
H 3.81962 -3.71251 0.42659  0.37
H 3.11297 -4.07106 3.36627  -0.08
H 2.32040 -3.09676 2.14230  0.19
H 3.88153 -2.58273 2.77751  0.29
H 6.72782 -5.93856 2.31739  0.36
H 5.07240 -6.42312 2.41214  0.35
H 6.13113 -4.11008 4.13221  0.25
H 6.25095 -5.80354 4.60238  0.41
H 4.66664 -5.08327 4.37298  -0.17
C 2.28818 9.79482 -1.07252  -1.41
C 1.21596 9.32708 -0.09232  -0.32
N 0.06883 8.66430 -0.72290  0.10
C -1.05012 8.44205 0.19911  -0.66
C -0.82297 7.49007 1.36869  -0.90
C 0.37727 7.53302 -1.60128  -0.79
C 1.12418 6.35212 -0.99145  -0.87
H 1.87462 10.48243 -1.81761  0.32
H 3.07836 10.32399 -0.52919  0.43
H 2.76245 8.95753 -1.59385  0.29
H 0.85946 10.21855 0.43748  0.43
H 1.68672 8.68395 0.65746  0.26
H -1.92738 8.10617 -0.36728  0.34
H -1.34265 9.41841 0.61198  0.38
H -0.84704 6.44644 1.04947  0.18
H -1.62491 7.61175 2.10422  0.39
H 0.12247 7.67600 1.88654  0.26
H 0.96212 7.90450 -2.45137  0.32
H -0.54916 7.16407 -2.06151  0.38
H 1.93661 6.66295 -0.32961  0.35
H 1.56845 5.74600 -1.78799  0.37
H 0.45197 5.69618 -0.43432  0.13
C -0.44817 -5.24900 3.56006  -1.37
C -0.70608 -6.37793 4.55416  -0.26
N 0.35922 -7.38509 4.61414  0.12
C -0.01227 -8.57546 5.38652  -0.68
C -0.27167 -8.39646 6.87865  -0.95
C 1.71159 -6.88258 4.86917  -0.46
C 1.94176 -6.10677 6.16124  -1.08
H -0.29874 -5.63633 2.54682  0.32
H -1.31022 -4.57373 3.53774  0.44
H 0.42338 -4.64787 3.83722  0.19
H -1.63646 -6.86820 4.24347  0.43
H -0.89656 -5.93842 5.53800  0.24
H 0.75075 -9.35141 5.24905  0.34
H -0.92215 -8.99692 4.93507  0.42
H 0.65885 -8.29287 7.43994  0.22
H -0.77927 -9.28264 7.27353  0.40
H -0.90916 -7.53440 7.09562  0.27
H 2.00675 -6.24205 4.02934  0.14
H 2.42554 -7.71607 4.82689  0.30
H 1.13442 -5.40337 6.38064  0.22
H 2.86627 -5.52517 6.08218  0.41
H 2.06294 -6.77619 7.01547  0.35

Atoms 1-2, force components in eV/Å:
0.19 0.70 0.36
-0.21 -0.08 2.67

Calculated values
M: 630.5 g mol⁻¹
spin multiplicity: 1
total charge: -1
HOMO-LUMO gap: 0.2877 hartree



Q: Which formula does entry 2 have?
A: C30H71Cl2GaN3O